(1)
A molecular structure, C6H13O4Pb. Source: the OMol25 dataset; level of theory: wB97M-V/def2-TZVPD.

The geometry in XYZ format:
```
24
Properties=species:S:1:pos:R:3:forces:R:3
Pb 1.26960 -1.13279 -1.35934 1.09 -0.72 -2.21
O -1.26457 -0.35118 2.24087 1.21 -1.03 0.31
O 1.29861 0.14376 0.48325 -0.30 1.08 1.40
O 0.61803 0.59170 -2.61708 6.67 0.57 2.95
O -0.71011 -1.53586 -1.67873 -0.43 -1.03 0.74
C 1.15780 -0.46547 1.76597 0.08 -0.15 0.45
C -1.36602 -0.70545 -2.54039 -1.68 1.50 -1.28
C 2.13409 1.29392 0.48467 0.14 0.50 0.16
C -0.14401 -1.23354 1.84739 -1.83 1.32 0.51
C -1.69169 0.53715 1.23423 0.41 0.02 -0.77
C -0.52324 0.42874 -3.03164 -5.67 -0.11 -2.67
H -1.71802 0.02391 0.25691 -0.38 0.07 0.22
H -2.67935 0.92701 1.51802 0.39 -0.16 -0.13
H -0.06124 -1.96790 2.66028 -0.16 0.11 -0.39
H 3.13307 1.04124 0.87043 -0.17 0.07 -0.27
H -0.97571 1.36243 1.08175 -0.27 0.04 0.27
H 2.01885 -1.11934 1.97738 -0.10 0.05 -0.24
H -2.25827 -0.21410 -2.08054 0.05 -0.57 0.26
H 1.16552 0.31990 2.53849 -0.15 -0.18 -0.22
H -1.77822 -1.19217 -3.45464 0.09 -0.44 0.49
H -0.98744 1.18875 -3.68922 0.22 -0.41 0.23
H -0.49324 -1.67783 0.89975 0.62 -0.23 0.22
H 2.16065 1.67134 -0.54214 0.13 -0.09 0.18
H 1.69489 2.06580 1.13435 0.07 -0.20 -0.19
```
Forces are in eV/Å.

HOMO level (spin up / spin down): -0.1548 / -0.3149 hartree
Spin multiplicity: 2

=====

(2)
2 unconnected molecules or ions with the total composition C3H11N2. Source: the OMol25 dataset; level of theory: wB97M-V/def2-TZVPD.

The geometry in XYZ format:
```
16
Properties=species:S:1:pos:R:3:forces:R:3
N 0.79051 -1.09258 1.17067 -0.71 0.05 0.75
N 2.17400 -0.49420 -0.57047 0.51 -0.03 -0.78
C 1.19254 -0.25699 0.24549 0.20 -0.47 0.72
C -1.83296 1.67780 -0.33461 0.59 -0.49 -0.26
C -2.00107 0.13742 -0.42238 -0.77 0.88 0.15
H -3.02669 -0.07362 -0.72531 0.00 -0.15 0.14
H -1.39148 -0.26883 -1.22348 0.30 -0.34 0.19
H -2.60541 2.18066 -0.89841 -0.19 0.17 -0.03
H 2.41008 0.15781 -1.30095 -0.13 0.23 0.01
H 0.84019 -2.10482 1.19539 0.67 0.20 -0.29
H 0.21085 -0.70359 1.90448 -0.19 -0.12 -0.28
H -1.87078 -0.33490 0.55980 0.24 -0.14 -0.45
H -1.83843 2.05074 0.68402 -0.17 0.03 0.13
H 2.81536 -1.27848 -0.50447 -0.47 -0.10 0.17
H -0.88637 1.99299 -0.79052 -0.05 0.05 0.09
H 0.69075 0.70096 0.24860 0.16 0.21 -0.28
```
Forces are in eV/Å.

Charge: +1
HOMO level: -0.5620 hartree

=====

(3)
A gas-phase ion, C5H6NP2S4 (charge +1). Source: the OMol25 dataset; level of theory: wB97M-V/def2-TZVPD.

The geometry in XYZ format:
```
18
Properties=species:S:1:pos:R:3:forces:R:3
S -2.89862 1.11658 1.98430 0.39 0.70 -0.71
S -1.64874 0.71180 5.17117 -0.29 0.84 -1.43
S -0.72403 3.64073 0.86720 0.49 -0.93 -0.56
S -2.77655 2.15068 -1.52875 0.15 0.06 1.69
P -1.98396 2.04865 0.24219 0.45 -0.73 -0.21
P -1.69209 1.95939 3.70662 0.08 -0.76 0.83
N -0.66754 0.61576 0.06936 -0.73 -0.42 -0.40
C -1.30152 -0.55772 -0.34834 1.74 2.01 0.59
C 0.65414 0.65196 0.22903 0.21 -1.60 -0.62
C -0.56707 -1.69382 -0.54393 -0.39 0.73 0.11
C 0.80534 -1.74446 -0.20761 -2.77 1.26 -0.54
C 1.38674 -0.56377 0.14026 0.52 0.60 0.49
H -2.32348 -0.34163 -0.60905 -0.29 -0.77 -0.06
H -1.14842 -2.42253 -1.04457 0.06 -1.34 -0.11
H 1.34318 -2.62927 -0.32727 0.88 -1.23 -0.08
H -1.68282 4.33490 1.44637 -0.69 0.22 0.26
H 2.44755 -0.67797 0.32298 0.09 0.98 0.06
H 1.15176 1.60069 0.22339 0.09 0.39 0.67
```
Forces are in eV/Å.

Charge: +1
HOMO level: -0.4665 hartree

=====

(4)
A molecular structure, C27H31NO7SV. Source: the OMol25 dataset; level of theory: wB97M-V/def2-TZVPD.

The geometry in XYZ format:
```
68
Properties=species:S:1:pos:R:3:forces:R:3
V -0.46476 0.52534 -0.53262 0.48 0.42 -0.49
S -1.60334 2.35938 1.82849 -0.15 -0.14 -0.23
O 1.61042 -0.04698 -3.64702 0.02 -0.05 -0.01
O 1.82031 1.18305 -1.18489 0.01 -0.18 -0.02
O -0.90264 1.05240 -2.92329 0.04 -0.10 -0.10
O 0.31385 -1.33317 -0.79079 0.05 -0.09 0.32
O -0.47970 -0.40438 1.40981 0.29 0.21 -0.30
O -0.42378 2.77619 -1.04342 -0.15 -0.09 0.17
O 2.10233 -2.36893 0.06288 0.03 -0.09 0.01
N -2.49787 0.85717 -0.22790 -0.09 -0.19 0.10
C 3.73067 0.23142 3.99311 0.00 0.00 0.00
C 2.20800 0.38132 2.13998 0.01 0.06 -0.02
C -1.26219 -2.48741 3.01045 -0.01 0.00 -0.01
C -0.68780 0.24519 -4.09315 -0.13 0.11 0.10
C -1.85927 -3.58520 3.61272 0.02 -0.01 -0.03
C -1.21669 2.39253 -3.28058 -0.04 -0.12 -0.06
C 0.87796 3.34221 -1.07042 -0.13 0.03 0.02
C -4.14501 2.22637 0.78726 0.18 0.11 0.23
C -4.76096 0.73440 -0.98726 0.06 0.00 0.07
C -5.09807 1.72585 -0.05328 -0.16 -0.05 -0.12
C 3.23479 0.92257 2.89477 0.01 -0.02 0.03
C -0.21659 -5.01953 2.61960 0.01 0.00 -0.01
C 2.50087 -0.65291 -2.71999 0.03 0.01 -0.07
C -0.13562 -2.64653 2.21030 0.02 0.04 -0.01
C 1.82776 2.45390 -1.82804 0.07 -0.07 0.01
C 2.89677 0.33124 -1.62922 -0.02 0.12 0.21
C -2.80217 1.76803 0.72936 -0.22 0.04 0.11
C -1.33790 -4.85674 3.41900 -0.02 0.03 0.01
C -3.45097 0.33766 -1.02517 -0.04 0.11 0.02
C -1.37145 3.19531 -2.01030 0.08 0.11 0.16
C 1.05907 -1.75169 0.18350 -0.24 0.06 -0.21
C 3.18678 -0.99786 4.32719 -0.01 0.03 -0.04
C 0.39887 -0.75628 -3.83960 0.06 -0.08 0.01
C 1.65357 -0.85363 2.47053 0.00 -0.08 -0.02
C 2.15292 -1.53651 3.57031 0.02 -0.02 0.05
C 0.38433 -3.92204 2.01783 0.02 -0.05 0.02
C 0.52986 -1.41351 1.60440 -0.11 0.08 0.19
H 0.19793 -6.00690 2.45938 -0.01 0.00 0.00
H -1.25914 4.26380 -2.21238 0.01 0.00 -0.03
H 1.54631 2.32966 -2.87601 -0.02 0.04 -0.01
H 0.46622 -1.42654 -4.70601 0.03 0.04 -0.03
H 2.04556 -1.52681 -2.26394 0.00 -0.01 -0.01
H 1.73792 -2.49616 3.84612 -0.01 0.00 -0.01
H 0.85105 4.34908 -1.49607 -0.01 -0.02 -0.05
H 0.16918 -1.35973 -2.96005 -0.04 0.02 -0.01
H 2.83429 2.88505 -1.79050 0.00 -0.01 0.04
H 1.26380 -4.05436 1.40152 -0.01 0.01 0.01
H 4.53468 0.65099 4.58413 -0.01 0.00 0.00
H -2.14583 2.42760 -3.86058 0.00 0.01 0.00
H -0.41103 2.78336 -3.91156 0.02 0.04 0.03
H -1.80617 -5.71413 3.88537 0.01 0.00 0.00
H -3.11589 -0.42530 -1.71861 0.03 0.02 -0.02
H -6.11753 2.08715 0.01194 0.01 -0.01 0.00
H 3.23307 -0.23602 -0.76030 0.01 0.00 0.00
H -1.62506 -0.24805 -4.36877 0.01 -0.04 0.02
H 3.71148 0.98425 -1.95009 0.01 -0.02 -0.05
H 1.17790 3.41655 -0.02329 0.05 -0.01 0.00
H -0.39705 0.90354 -4.91639 0.05 -0.03 -0.01
H 3.64987 1.88568 2.62501 0.00 0.00 0.00
H -2.34720 3.04145 -1.55370 -0.01 -0.06 -0.03
H 1.83893 0.93533 1.28390 -0.02 -0.03 -0.01
H -0.48617 0.34111 2.04724 -0.02 -0.11 0.11
H -2.73657 -3.44295 4.23089 0.00 -0.01 0.00
H 3.41456 -0.96897 -3.23501 -0.01 0.00 -0.02
H -1.68365 -1.50184 3.15433 0.00 0.01 0.00
H 3.56332 -1.54433 5.18231 0.00 0.00 0.00
H -4.38588 2.97354 1.53079 -0.01 -0.01 -0.01
H -5.49126 0.28572 -1.64422 -0.02 0.02 0.00
```
Forces are in eV/Å.

HOMO level (spin up / spin down): -0.2598 / -0.2673 hartree
Spin multiplicity: 4

=====

Energy list, top to bottom, in a.u.: -730.0731 -230.1634 -2524.1241 -2971.1284
Maximum force list, top to bottom, in eV Å⁻¹: 7.32 1.18 3.09 0.80